Record 1
{"formula": "C8H17N4", "method": "the ωB97M-V functional and the def2-TZVPD basis", "relative_energy_kj_mol": 23.2, "orbital_gap_ev": 10.18, "total_charge": 1, "multiplicity": 1, "species": ["C", "C", "C", "C", "C", "C", "C", "C", "N", "N", "N", "N", "H", "H", "H", "H", "H", "H", "H", "H", "H", "H", "H", "H", "H", "H", "H", "H", "H"], "xyz": [[2.31814, -0.53680, -0.75377], [-1.94529, 1.35001, -0.37353], [-1.05387, -2.23334, 0.50316], [3.28729, -1.12521, -1.68966], [-2.79089, 1.50690, -1.63104], [-1.49771, -2.89964, 1.73454], [1.15181, 2.20713, 2.19430], [-0.05906, -0.23984, -0.38007], [1.07766, -0.62514, -0.95009], [-0.59807, 0.92687, -0.69979], [-0.65817, -1.03464, 0.51252], [2.03595, 1.67432, 1.48434], [2.69936, -0.00298, 0.11953], [-2.38106, 0.60723, 0.29662], [-1.11164, -2.81081, -0.42315], [3.87264, -0.32386, -2.14305], [3.99199, -1.75159, -1.14431], [2.79742, -1.70083, -2.46974], [-2.92768, 0.55105, -2.12979], [-3.76655, 1.90326, -1.36832], [-2.31816, 2.19794, -2.32436], [-1.50035, -2.21602, 2.57870], [-0.82556, -3.73295, 1.94835], [-2.48842, -3.33062, 1.59365], [1.31857, 2.88844, 3.02846], [0.11793, 1.96892, 1.97440], [2.99049, 1.93153, 1.73820], [-0.04900, 1.55192, -1.27403], [-1.88506, 2.30671, 0.15220]], "atomic_forces_ev_per_a": [[0.08, 0.20, 0.44], [-0.51, 0.14, 0.00], [0.00, 0.08, -0.53], [0.15, -0.19, -0.28], [0.09, -0.07, 0.20], [-0.07, -0.15, 0.36], [-0.33, 0.25, 0.39], [0.15, 0.48, -0.18], [-0.12, -0.44, -0.63], [0.32, -0.21, -0.03], [-0.10, 0.19, 0.83], [0.53, -0.37, -0.53], [-0.19, 0.01, -0.03], [0.08, 0.17, 0.00], [0.11, 0.07, -0.12], [0.06, 0.05, -0.01], [0.05, -0.04, 0.04], [0.00, -0.01, -0.02], [-0.01, -0.08, -0.07], [-0.12, 0.05, 0.00], [0.00, 0.08, -0.10], [0.00, 0.01, 0.00], [0.02, -0.08, -0.01], [-0.05, -0.03, -0.02], [0.16, 0.03, -0.01], [-0.26, -0.02, 0.01], [-0.15, 0.18, 0.22], [0.08, -0.19, 0.02], [0.00, -0.12, 0.06]], "nbo_charge": [0.264, -0.225, 0.270, -0.685, -0.613, -0.686, -0.002, 0.661, -0.451, -0.519, -0.467, -0.656, 0.219, 0.223, 0.186, 0.257, 0.253, 0.242, 0.216, 0.236, 0.214, 0.244, 0.259, 0.255, 0.169, 0.152, 0.352, 0.422, 0.211]}

Record 2
{"formula": "C8H17N5O3", "method": "the ωB97M-V functional and the def2-TZVPD basis", "relative_energy_kj_mol": 340.1, "orbital_gap_ev": 9.79, "multiplicity": 1, "species": ["H", "N", "C", "N", "N", "C", "C", "C", "C", "N", "C", "O", "N", "C", "C", "O", "O", "H", "H", "H", "H", "H", "H", "H", "H", "H", "H", "H", "H", "H", "H", "H", "H"], "xyz": [[3.69209, 2.16507, -0.44852], [2.95049, 1.48890, -0.86922], [3.00378, 0.30195, -0.22585], [3.69922, -0.02254, 0.98446], [2.37148, -0.87215, -0.64812], [1.67700, -1.91569, 0.17908], [0.28586, -1.56452, 0.65007], [-0.81997, -1.41939, -0.42679], [-2.25952, -1.19346, 0.21254], [-3.41434, -1.40628, -0.76291], [-2.15944, 0.15663, 0.67534], [-1.41152, 0.41755, 1.66597], [-2.45639, 1.18519, -0.12597], [-1.96030, 2.53957, 0.02455], [-0.43583, 2.68072, -0.03282], [0.15852, 3.54106, 0.65828], [0.16596, 1.80605, -0.97815], [4.25487, -0.79931, 1.08196], [4.16017, 0.68669, 1.56850], [2.19889, -0.78511, -1.88460], [2.22115, -2.13062, 1.05718], [1.62943, -2.76301, -0.48950], [0.18844, -0.60707, 1.24478], [0.08583, -2.37964, 1.41265], [-0.78047, -2.23288, -1.20222], [-0.39403, -0.59028, -1.00947], [-2.19857, -1.89778, 1.07752], [-4.30372, -1.16989, -0.22370], [-3.61787, -2.40709, -1.03263], [-2.97457, 0.97939, -1.04585], [-2.41417, 3.26043, 0.87508], [-2.33557, 3.02647, -0.94178], [1.19310, 1.92102, -1.01983]], "atomic_forces_ev_per_a": [[-1.73, -1.64, -0.86], [1.44, -1.90, 2.48], [0.57, 0.24, 0.54], [-1.02, 3.76, 0.07], [-0.12, 1.75, -5.19], [-0.50, 1.73, -1.91], [-1.30, -0.09, 1.43], [1.14, -0.59, -0.88], [0.15, -3.45, -1.72], [-1.07, -0.43, 1.55], [3.47, 3.49, 2.75], [-2.21, -0.58, -1.03], [-2.46, -0.02, -2.64], [-1.14, 1.88, -0.57], [2.63, 1.01, 0.88], [-1.63, -2.95, -2.60], [-0.34, 2.11, 1.90], [0.87, -2.57, -0.61], [-0.88, 0.18, -0.90], [0.21, -0.53, 5.40], [1.08, -0.27, 0.65], [0.12, -0.51, 0.08], [0.83, -1.14, -0.59], [-0.30, 0.67, -0.79], [-0.52, 0.14, 1.03], [-0.99, 0.39, 0.04], [-0.72, 0.60, -0.45], [1.51, -0.19, -0.89], [1.05, 1.36, 0.52], [1.21, 0.23, 2.19], [1.21, -2.24, -1.56], [0.65, -0.34, 1.25], [-1.20, -0.09, 0.42]], "nbo_charge": [0.363, -0.834, 0.617, -0.855, -0.655, -0.198, -0.436, -0.409, -0.135, -0.854, 0.643, -0.656, -0.602, -0.322, 0.790, -0.590, -0.759, 0.382, 0.387, 0.414, 0.211, 0.197, 0.274, 0.194, 0.205, 0.241, 0.215, 0.361, 0.377, 0.422, 0.245, 0.228, 0.537]}

Record 3
{"formula": "C8H17N5O3", "method": "the ωB97M-V functional and the def2-TZVPD basis", "relative_energy_kj_mol": 345.3, "orbital_gap_ev": 9.59, "multiplicity": 1, "species": ["H", "N", "C", "N", "N", "C", "C", "C", "C", "N", "C", "O", "N", "C", "C", "O", "O", "H", "H", "H", "H", "H", "H", "H", "H", "H", "H", "H", "H", "H", "H", "H", "H"], "xyz": [[2.02664, 3.29282, -4.75424], [1.20956, 2.65500, -4.90518], [0.44831, 2.59994, -3.87755], [0.87248, 2.98920, -2.61694], [-0.80360, 1.90375, -3.95405], [-1.20420, 0.90833, -2.85810], [-0.32597, -0.34139, -2.58563], [-0.46290, -1.04527, -1.12945], [0.09430, -0.16598, 0.09392], [1.39891, 0.41115, 0.01681], [-0.08623, -0.93204, 1.37459], [0.90686, -1.59237, 1.71277], [-1.13152, -0.98095, 2.14498], [-1.17992, -2.08016, 3.20990], [-0.29208, -1.60229, 4.31945], [-0.78416, -1.46194, 5.40520], [0.99047, -1.43271, 4.13388], [0.28925, 3.22324, -1.83543], [1.79294, 3.39863, -2.75674], [-0.66548, 1.43562, -4.91092], [-1.48068, 1.52420, -1.96645], [-2.18241, 0.50502, -3.25924], [-0.36763, -1.19095, -3.26656], [0.76679, -0.00375, -2.76680], [-1.56563, -1.18122, -0.86762], [0.12582, -1.93513, -1.16757], [-0.81093, 0.53547, 0.19259], [1.80131, 0.68226, -0.89753], [2.18602, -0.23023, 0.64797], [-1.80461, -0.11708, 2.34901], [-0.73070, -3.03740, 2.77113], [-2.26318, -2.34451, 3.26375], [1.20857, -1.55474, 3.12766]], "atomic_forces_ev_per_a": [[-0.95, -0.80, -0.15], [0.17, 0.90, -0.05], [-0.38, -1.45, 0.98], [0.72, -0.01, -1.04], [1.69, -1.33, -1.13], [-1.52, 0.03, -1.42], [2.50, 0.64, 1.56], [-0.45, 2.34, -0.09], [-3.19, 0.77, -1.08], [3.23, -1.70, 2.11], [3.30, -0.28, -0.95], [0.82, -0.89, -0.91], [-4.22, 1.43, 2.01], [0.38, -0.46, -3.42], [-1.03, -0.81, 1.94], [-0.40, 0.39, 0.96], [0.64, 0.02, -1.20], [-0.08, 0.19, -0.12], [-0.50, 0.20, 1.10], [-0.88, 0.68, 1.84], [0.56, -0.74, -0.49], [0.80, 0.63, 0.59], [-0.82, 0.39, -0.47], [-1.39, -0.49, 0.72], [1.41, -0.37, -0.60], [-0.02, -0.94, -0.05], [1.55, 0.43, -0.28], [-0.83, -0.59, 0.81], [-3.24, 2.33, -2.68], [2.01, -2.68, -1.15], [-0.34, 1.48, 0.26], [0.99, 0.69, 1.29], [-0.52, -0.02, 1.13]], "nbo_charge": [0.330, -0.774, 0.579, -0.862, -0.634, -0.234, -0.434, -0.381, -0.105, -0.875, 0.693, -0.692, -0.603, -0.330, 0.746, -0.586, -0.675, 0.404, 0.392, 0.396, 0.199, 0.210, 0.224, 0.207, 0.205, 0.215, 0.157, 0.395, 0.411, 0.435, 0.238, 0.244, 0.503]}

Record 4
{"formula": "C8H17NO4PS", "method": "the ωB97M-V functional and the def2-TZVPD basis", "orbital_gap_ev": 4.44, "total_charge": -1, "multiplicity": 1, "species": ["C", "C", "C", "C", "C", "N", "C", "O", "C", "C", "P", "O", "O", "S", "H", "H", "H", "H", "H", "H", "H", "H", "H", "H", "H", "H", "H", "H", "H", "H", "O", "H"], "xyz": [[-2.24121, 0.88122, -2.04808], [-0.64713, 0.61377, -2.26207], [0.13819, 1.00514, -0.89878], [1.71917, 1.10988, -1.10464], [-0.33105, 0.04127, 0.29347], [-0.97775, -1.26772, -0.06245], [-0.02932, -2.36729, 0.19633], [0.27661, -3.35601, -0.47911], [0.54843, -1.97608, 1.66450], [0.71538, -0.38050, 1.44556], [0.15998, 0.45769, 3.06768], [0.24285, 2.15386, 2.80419], [1.20156, 0.13435, 4.36905], [-1.64819, -0.00481, 3.60384], [-2.76012, 1.23186, -2.99592], [-2.74173, -0.08805, -1.67831], [-2.30992, 1.62442, -1.17891], [-0.43367, -0.45028, -2.60046], [-0.32337, 1.36504, -3.06339], [-0.23570, 2.06419, -0.63391], [1.87780, 1.67136, -2.09714], [2.26195, 0.11593, -1.18077], [2.13149, 1.79989, -0.28218], [-1.06705, 0.71247, 0.87362], [-1.84272, -1.38504, 0.49196], [-0.29573, -2.33955, 2.33260], [1.49088, -2.59936, 1.78249], [1.82113, -0.11503, 1.31539], [-0.57153, 2.41984, 2.32406], [1.73805, -0.67358, 4.21804], [1.02898, -0.78253, -4.34055], [1.10373, -1.61635, -3.87610]], "atomic_forces_ev_per_a": [[0.82, -0.93, 0.84], [-0.78, 0.94, 0.47], [0.10, -0.42, -0.95], [-0.57, 0.97, -0.42], [-0.50, 0.64, 1.40], [0.42, 0.12, -0.68], [0.59, -0.86, 0.49], [-1.46, 3.34, 2.06], [0.36, -0.67, -2.40], [0.92, -0.60, 1.84], [-0.23, 1.02, 0.32], [0.35, -2.40, 0.18], [-0.45, 0.42, -2.28], [0.20, -0.03, -0.25], [0.70, -0.31, 1.31], [0.64, 1.47, -0.65], [-0.39, -0.64, -1.38], [0.00, 1.67, 0.12], [-0.09, -1.42, 1.06], [0.61, -1.51, -0.20], [-0.15, -1.05, 1.43], [-0.76, 1.22, 0.14], [-0.29, -1.25, -0.99], [0.46, -1.49, -1.09], [0.72, -0.11, -0.51], [1.18, 0.87, -0.43], [-1.01, 1.12, 0.31], [-1.59, -0.33, -0.22], [0.53, -0.38, 0.52], [-0.44, 0.66, -0.10], [0.01, 0.36, -0.06], [0.10, -0.42, 0.10]], "nbo_charge": [-0.634, -0.398, -0.214, -0.634, -0.048, -0.705, 0.735, -0.501, -0.561, -0.573, 1.764, -0.974, -0.965, -0.647, 0.213, 0.203, 0.171, 0.296, 0.221, 0.180, 0.249, 0.229, 0.182, 0.209, 0.402, 0.255, 0.236, 0.268, 0.511, 0.506, -1.359, 0.387]}

Record 5
{"formula": "C8H17O2P", "method": "the ωB97M-V functional and the def2-TZVPD basis", "relative_energy_kj_mol": 0.0, "orbital_gap_ev": [7.14, 7.14], "multiplicity": 1, "species": ["C", "C", "C", "C", "C", "C", "C", "C", "O", "O", "P", "H", "H", "H", "H", "H", "H", "H", "H", "H", "H", "H", "H", "H", "H", "H", "H", "H"], "xyz": [[2.85927, -1.23886, -0.53038], [2.49714, -1.78964, -1.65037], [0.71673, 1.60627, -1.38270], [2.02879, 1.90307, 0.67599], [-2.76764, -0.38348, 1.87334], [-3.23098, -1.43337, -0.43363], [0.62771, 1.58546, 0.13559], [-2.49139, -0.51753, 0.40503], [0.05381, 0.01357, 2.18517], [-1.43369, -0.05588, -0.13546], [0.19464, -0.19571, 0.75044], [2.30538, -0.71882, 0.22731], [3.86590, -1.31306, -0.15800], [1.49192, -1.81643, -2.02652], [1.27837, 0.75107, -1.77244], [-0.26498, 1.56734, -1.94114], [1.21914, 2.46619, -1.71205], [2.68706, 2.52987, 0.06239], [2.54133, 0.88617, 0.89438], [1.93151, 2.53215, 1.51868], [-3.22562, -1.19233, 2.37673], [-3.56422, 0.29837, 1.99132], [-1.84420, -0.05230, 2.31921], [-4.30393, -1.32558, -0.34222], [-3.08010, -1.53432, -1.54155], [-3.01087, -2.37217, -0.02348], [-0.18604, 2.12182, 0.54697], [3.10495, -2.32186, -2.31259]], "atomic_forces_ev_per_a": [[1.60, 0.12, 1.37], [-1.63, -0.05, -0.42], [-1.97, -1.15, -0.78], [0.32, -1.46, 0.14], [0.58, 0.44, -1.31], [-2.08, 0.14, -2.17], [1.23, -2.18, -1.34], [1.98, 0.25, -0.73], [-0.49, 0.01, 2.83], [-2.26, -0.31, 1.25], [1.53, 1.22, -2.42], [-0.62, -0.29, -0.63], [0.68, -0.16, -0.36], [-0.68, 0.42, 0.25], [0.10, 0.04, 0.21], [0.77, 0.08, 0.79], [0.70, 1.35, -0.53], [-0.29, -0.54, -0.64], [-0.33, 2.29, 0.10], [0.04, 0.03, 1.63], [0.03, -1.67, 0.05], [-0.72, 1.66, -0.01], [0.00, 0.22, 0.63], [-0.40, 0.05, 0.41], [0.65, 0.75, 1.15], [0.33, -1.75, 0.72], [-0.58, 1.13, 0.39], [1.50, -0.62, -0.57]], "nbo_charge": [-0.359, -0.387, -0.618, -0.609, -0.758, -0.716, -0.561, 0.655, -1.138, -0.617, 1.379, 0.172, 0.184, 0.186, 0.211, 0.201, 0.201, 0.208, 0.195, 0.220, 0.243, 0.253, 0.307, 0.238, 0.253, 0.256, 0.211, 0.192]}

Record 6
{"formula": "C8H17O3P", "method": "the ωB97M-V functional and the def2-TZVPD basis", "relative_energy_kj_mol": 509.5, "orbital_gap_ev": [7.27, 8.28], "multiplicity": 1, "species": ["C", "C", "C", "C", "C", "C", "C", "C", "O", "O", "O", "P", "H", "H", "H", "H", "H", "H", "H", "H", "H", "H", "H", "H", "H", "H", "H", "H", "H"], "xyz": [[-0.64061, -0.30615, 0.43966], [2.21603, -0.96220, 1.25625], [-1.97407, -0.07362, 3.21614], [0.73234, -1.42885, -3.87465], [1.87053, 0.10994, 0.29288], [-1.75134, 1.01777, 2.13349], [1.30485, -1.11128, -2.53134], [0.62785, -0.33465, -0.31370], [-1.57403, -1.03282, 0.33513], [-0.66569, 0.75607, 1.25629], [0.47381, -1.00992, -1.53435], [-1.52622, 2.40039, -1.97237], [1.77552, -0.80651, 2.22660], [1.77236, -1.89147, 0.93364], [3.28180, -1.02632, 1.39205], [-2.75840, 0.20874, 3.87832], [-2.37769, -1.05534, 2.63889], [-1.05752, -0.21252, 3.82846], [1.08935, -0.65534, -4.54537], [1.00863, -2.48958, -4.11002], [-0.29968, -1.36385, -3.75236], [1.86698, 1.03297, 0.85778], [2.54117, 0.47503, -0.47532], [-1.48380, 1.86238, 2.67260], [-2.65896, 1.29458, 1.48990], [-2.40047, 2.10903, -0.88389], [2.32740, -0.76757, -2.25186], [-1.11358, 3.52514, -1.38227], [-0.60657, 1.73597, -1.22055]], "atomic_forces_ev_per_a": [[1.08, 0.70, -0.61], [1.25, -1.02, 0.53], [-0.43, -2.09, -2.68], [2.14, -0.93, 1.24], [0.13, 1.20, -0.72], [-1.77, -1.65, -0.77], [1.53, 0.64, 1.06], [-2.81, -0.21, -1.70], [-1.54, -1.49, -0.57], [1.22, 0.87, 0.77], [-0.58, 1.38, 2.40], [-1.41, -1.27, -0.69], [-0.25, 0.45, 0.37], [0.47, -0.61, -0.19], [0.53, -0.45, 0.20], [-0.67, 0.46, 0.51], [1.38, 2.05, 1.70], [-0.50, -0.23, -0.66], [0.06, -0.37, -0.62], [-0.16, 1.04, -0.53], [-1.88, 0.06, -0.12], [-1.18, 0.43, 0.12], [0.96, -1.01, -0.37], [0.70, 1.92, 0.60], [0.97, -0.78, 1.08], [-0.29, 0.21, -0.37], [-0.65, -0.40, -0.95], [0.46, 1.97, 0.72], [1.23, -0.85, 0.23]], "nbo_charge": [0.709, -0.600, -0.649, -0.676, -0.503, -0.061, 0.155, 0.162, -0.610, -0.534, -0.373, 0.029, 0.215, 0.214, 0.211, 0.213, 0.240, 0.211, 0.229, 0.227, 0.235, 0.249, 0.220, 0.182, 0.184, -0.004, 0.154, -0.024, -0.006]}

Record 7
{"formula": "C8H17O4", "method": "the ωB97M-V functional and the def2-TZVPD basis", "relative_energy_kj_mol": 0.0, "orbital_gap_ev": [8.60, 10.40], "multiplicity": 2, "species": ["O", "C", "C", "O", "C", "C", "O", "C", "H", "H", "H", "H", "H", "H", "H", "H", "H", "H", "C", "O", "C", "C", "H", "H", "H", "H", "H", "H", "H"], "xyz": [[-0.71697, -2.74527, 3.09566], [-0.50558, -2.47164, 1.93287], [-0.04573, -1.12539, 1.47409], [-0.01125, -0.80598, -0.09560], [-1.28878, -0.72875, -0.70032], [-1.25861, -0.94783, -2.19886], [-1.17210, -2.29339, -2.60101], [0.12163, -2.84819, -2.57168], [0.99261, -0.97968, 1.80486], [-0.59447, -3.24340, 1.13444], [-0.64685, -0.32296, 1.93110], [-1.70431, 0.27062, -0.48328], [-2.01303, -1.44196, -0.26995], [-2.19995, -0.55839, -2.61271], [-0.43783, -0.35627, -2.64306], [0.06387, -3.83799, -3.04168], [0.83213, -2.21888, -3.13538], [0.50017, -2.95689, -1.54386], [0.14486, 3.82710, 1.98938], [0.20362, 3.03972, 0.82732], [1.33514, 2.20507, 0.78233], [1.35246, 1.41305, -0.47614], [-0.79276, 4.39573, 1.96344], [0.15563, 3.20069, 2.89932], [0.99301, 4.53161, 2.03939], [1.34411, 1.51700, 1.65235], [2.25367, 2.82656, 0.86501], [2.24511, 0.81461, -0.66987], [0.85021, 1.84110, -1.34818]], "atomic_forces_ev_per_a": [[0.23, 0.55, -1.03], [-0.27, -0.98, 0.02], [0.04, 2.11, -2.58], [0.20, -2.04, 3.28], [-0.84, 0.32, 0.76], [0.32, 0.38, -0.15], [-0.24, -0.08, 0.00], [0.37, -0.08, 0.07], [-0.24, -0.08, -0.33], [-0.04, 0.13, 0.18], [0.10, -0.32, -0.11], [0.02, -0.06, -0.23], [0.29, -0.05, -0.05], [0.19, -0.14, 0.15], [-0.11, -0.13, 0.10], [0.00, 0.29, 0.11], [-0.14, -0.16, 0.11], [-0.07, 0.04, -0.23], [0.01, 0.11, 0.26], [-0.25, -0.09, -0.13], [0.19, -0.26, -0.01], [0.65, 0.89, -0.41], [0.27, -0.16, -0.03], [0.00, 0.15, -0.19], [-0.17, -0.15, 0.01], [0.02, 0.21, -0.03], [-0.14, -0.14, 0.02], [-0.42, 0.00, 0.11], [0.04, -0.25, 0.33]], "nbo_charge": [-0.501, 0.404, -0.188, -0.549, -0.100, -0.083, -0.537, -0.248, 0.233, 0.121, 0.218, 0.176, 0.172, 0.197, 0.173, 0.190, 0.164, 0.171, -0.247, -0.539, -0.142, -0.288, 0.195, 0.162, 0.165, 0.159, 0.172, 0.172, 0.178]}